Record 1
Here is a molecular structure, C27H29Br4N3O6SSiTl in a non-equilibrium geometry from OMol25. Energies are from wB97M-V/def2-TZVPD.

Output
**Total charge**: -1
**Orbital gap**: 5.494 eV
**Maximum force**: 1.73 eV Å⁻¹
**Total energy**: -348801.2479 eV
**LUMO**: 1.0 eV
**HOMO**: -4.5 eV

Element x y z (Å)
Tl1 -2.46 -2.02 0.82
C1 -0.24 -3.41 2.23
C2 -1.11 -3.20 3.33
C3 -2.25 -3.99 3.13
C4 -2.09 -4.70 1.94
C5 -0.84 -4.34 1.38
H1 0.76 -3.02 2.13
H2 -0.90 -2.60 4.20
H3 -3.07 -4.09 3.82
H4 -2.77 -5.44 1.55
H5 -0.39 -4.77 0.51
Br1 -0.48 -6.36 -5.98
C6 -1.16 -5.40 -4.51
C7 -2.17 -5.93 -3.72
Br2 -2.84 -7.66 -4.12
C8 -2.69 -5.20 -2.67
Br3 -4.08 -5.89 -1.59
C9 -2.26 -3.89 -2.35
O1 -2.77 -3.20 -1.43
C10 -1.19 -3.39 -3.17
O2 -0.68 -2.17 -2.88
C11 -0.69 -4.12 -4.21
Br4 0.69 -3.36 -5.26
C12 4.91 5.40 1.38
C13 4.95 3.90 1.65
S1 3.08 4.22 3.56
O3 2.91 3.57 4.83
O4 4.45 3.53 2.91
C14 1.84 3.39 2.43
C15 0.54 3.12 3.17
N1 -0.34 2.30 2.37
C16 -0.28 0.96 2.21
N2 -1.22 0.53 1.38
C17 -1.90 1.61 0.97
C18 -1.38 2.74 1.57
N3 -1.76 4.05 1.34
O5 -2.77 4.23 0.65
O6 -1.07 4.98 1.79
C19 0.68 0.06 2.88
H6 5.47 5.60 0.47
H7 5.36 5.94 2.20
H8 3.88 5.74 1.24
H9 5.99 3.54 1.64
H10 4.40 3.36 0.87
H11 2.28 2.45 2.10
H12 1.67 4.05 1.58
H13 0.03 4.06 3.40
H14 0.77 2.60 4.10
H15 -2.72 1.54 0.29
H16 0.96 0.43 3.87
H17 1.59 -0.03 2.28
H18 0.22 -0.92 2.96
C20 -3.14 -0.45 -2.72
Si1 -1.27 -0.65 -2.99
C21 -0.78 0.03 -4.72
C22 -0.14 0.29 -1.80
C23 1.01 -0.30 -1.28
C24 1.99 0.46 -0.68
C25 1.83 1.83 -0.56
C26 0.65 2.42 -0.98
C27 -0.32 1.65 -1.60
H19 -3.54 0.45 -3.20
H20 -3.39 -0.41 -1.66
H21 -3.67 -1.30 -3.13
H22 -0.96 1.10 -4.78
H23 -1.32 -0.44 -5.54
H24 0.28 -0.13 -4.90
H25 1.15 -1.37 -1.39
H26 2.91 -0.01 -0.33
H27 2.63 2.43 -0.16
H28 0.49 3.48 -0.85
H29 -1.22 2.13 -1.97

=====

Record 2
Here is a gas-phase ion, C2H5N2O2 (charge +1) in a non-equilibrium geometry from OMol25. Energies are from wB97M-V/def2-TZVPD.

Output
**SMILES**: [NH2+]=CC[N+](=O)[O-]
**Total charge**: +1
**Orbital gap**: 10.732 eV
**Maximum force**: 1.30 eV Å⁻¹
**Total energy**: -9219.7547 eV
**LUMO**: -5.7 eV
**HOMO**: -16.4 eV

Element x y z (Å)
N1 0.40 1.02 -1.18
C1 -0.59 0.69 -0.45
C2 -0.61 -0.38 0.55
N2 0.71 -1.05 0.89
O1 0.72 -1.67 1.90
O2 1.62 -0.90 0.11
H1 1.29 0.49 -1.07
H2 0.35 1.76 -1.87
H3 -1.53 1.24 -0.56
H4 -1.07 -0.03 1.49
H5 -1.29 -1.17 0.20

=====

Record 3
Here is a molecular structure, C3H14NNbO4P in a non-equilibrium geometry from OMol25. Energies are from wB97M-V/def2-TZVPD.

Output
**Total charge**: -1
**Orbital gap**: 6.970 eV
**Maximum force**: 4.44 eV Å⁻¹
**Total energy**: -23855.1436 eV
**LUMO**: 2.7 eV
**HOMO**: -4.2 eV

Element x y z (Å)
N1 -0.58 -0.73 2.54
P1 0.56 0.08 1.87
O1 0.49 -0.01 0.26
O2 1.99 -0.62 2.08
Nb1 0.44 2.45 2.85
O3 0.74 4.33 3.52
H1 -1.21 -1.11 1.85
H2 -0.30 0.44 -0.02
H3 2.01 -0.75 3.02
H4 -1.34 2.63 2.37
H5 -0.19 1.75 4.44
H6 2.09 2.00 3.53
H7 1.14 2.95 1.22
H8 1.62 4.61 3.27
C1 0.01 -2.03 -2.26
C2 -1.29 -1.77 -2.96
O4 -2.34 -1.71 -2.37
C3 -1.23 -1.59 -4.46
H9 -0.15 -2.14 -1.19
H10 0.47 -2.95 -2.65
H11 0.70 -1.20 -2.42
H12 -0.82 -2.48 -4.93
H13 -0.58 -0.74 -4.71
H14 -2.22 -1.40 -4.85

=====

Record 4
Here is a molecular structure, C29H28BrN5NbO5S2 in a non-equilibrium geometry from OMol25. Energies are from wB97M-V/def2-TZVPD.

Output
**Total charge**: +1
**Orbital gap**: 5.299 eV
**Maximum force**: 6.14 eV Å⁻¹
**Total energy**: -141471.1811 eV
**LUMO**: -4.9 eV
**HOMO**: -10.2 eV

Element x y z (Å)
Nb1 0.86 -2.65 -2.51
Br1 4.71 -8.36 -3.90
C1 4.26 -6.57 -3.67
C2 5.06 -5.63 -3.08
C3 4.63 -4.32 -3.08
C4 3.30 -4.06 -3.30
C5 2.38 -5.08 -3.69
C6 2.87 -6.34 -3.87
N1 2.78 -2.70 -3.44
C7 3.47 -1.57 -3.32
C8 2.21 -0.06 -1.61
C9 2.38 0.94 -0.59
C10 1.26 1.33 0.06
C11 0.02 0.85 -0.30
C12 -0.11 -0.12 -1.22
N2 1.01 -0.65 -1.80
H1 6.01 -5.88 -2.61
H2 5.32 -3.50 -2.80
H3 1.31 -4.90 -3.87
H4 2.23 -7.13 -4.29
H5 4.27 -1.36 -4.03
H6 3.36 1.36 -0.40
H7 1.26 1.97 0.97
H8 -0.89 1.28 0.12
H9 -1.09 -0.54 -1.59
C13 -6.36 2.79 0.95
C14 -6.59 1.41 1.69
C15 -5.36 0.49 1.63
N3 -4.22 1.09 2.29
C16 -3.51 0.58 3.31
S1 -3.82 -0.84 4.15
N4 -2.34 1.38 3.57
C17 -2.18 2.82 3.48
O1 -1.13 3.25 2.98
C18 -3.25 3.73 3.99
C19 -4.24 3.36 4.87
C20 -5.07 4.33 5.43
C21 -4.88 5.65 5.07
C22 -3.86 6.04 4.23
C23 -2.97 5.11 3.77
H10 -7.33 3.23 0.68
H11 -5.79 2.78 0.01
H12 -5.85 3.53 1.64
H13 -7.40 0.94 1.16
H14 -6.91 1.50 2.70
H15 -5.11 0.30 0.56
H16 -5.63 -0.49 2.03
H17 -3.90 1.98 1.91
H18 -1.54 0.84 3.89
H19 -4.32 2.29 5.05
H20 -5.86 3.96 6.08
H21 -5.56 6.43 5.46
H22 -3.83 7.07 3.90
H23 -2.09 5.42 3.16
O2 1.06 -8.40 0.37
S2 0.25 -8.45 1.62
O3 1.04 -3.74 -1.20
O4 -0.51 -3.41 -3.41
O5 -0.13 -7.26 2.42
N5 3.35 -0.61 -2.32
C24 4.44 0.33 -2.49
C25 5.73 -0.12 -2.33
C26 6.82 0.69 -2.70
C27 6.65 2.03 -2.99
C28 5.34 2.54 -2.86
C29 4.25 1.70 -2.61
H24 5.92 -1.12 -1.95
H25 7.83 0.24 -2.78
H26 7.52 2.57 -3.37
H27 5.19 3.57 -2.82
H28 3.26 2.13 -2.36

=====

Record 5
Here is a single C4H12ClP molecule in a non-equilibrium geometry from OMol25. Energies are from wB97M-V/def2-TZVPD.

Output
**SMILES**: CC[C@@H](C)[PH3]Cl
**Orbital gap**: 10.129 eV
**Maximum force**: 2.67 eV Å⁻¹
**Total energy**: -26151.0585 eV
**LUMO**: 0.7 eV
**HOMO**: -9.4 eV

Element x y z (Å)
C1 -0.14 -1.74 1.62
C2 0.48 -0.28 1.11
C3 -0.29 0.14 -0.28
C4 -1.35 1.35 0.00
P1 0.95 0.48 -1.70
Cl1 2.36 0.69 -3.32
H1 0.18 -2.55 0.80
H2 -1.32 -1.63 1.57
H3 0.24 -2.03 2.69
H4 0.28 0.50 1.98
H5 1.64 -0.42 1.01
H6 -0.93 -0.81 -0.61
H7 -2.10 1.00 0.86
H8 -0.88 2.35 0.38
H9 -2.02 1.48 -0.97
H10 0.70 -0.88 -2.17
H11 2.05 0.76 -0.78
H12 0.16 1.58 -2.19

=====

Record 6
Here is a molecular structure, C10H16SSi in a non-equilibrium geometry from OMol25. Energies are from wB97M-V/def2-TZVPD.

Output
**Orbital gap**: 9.191 eV
**Maximum force**: 6.02 eV Å⁻¹
**Total energy**: -29340.1092 eV
**LUMO**: 0.7 eV
**HOMO**: -8.5 eV

Element x y z (Å)
C1 3.65 0.23 1.04
C2 2.67 1.06 0.50
C3 3.74 -1.01 0.45
C4 2.03 0.42 -0.56
C5 1.09 2.21 -1.93
C6 0.96 1.03 -1.39
C7 -2.64 1.01 0.98
C8 -2.84 -1.62 -0.64
C9 -0.85 -1.31 1.58
C10 -0.72 0.12 -1.42
Si1 -1.63 -0.40 0.12
S1 2.58 -1.21 -0.83
H1 4.06 0.53 1.96
H2 2.34 1.95 0.97
H3 4.34 -1.88 0.68
H4 0.29 2.84 -2.20
H5 2.19 2.51 -1.84
H6 -2.66 0.87 2.10
H7 -2.18 1.99 0.75
H8 -3.67 0.97 0.61
H9 -3.07 -2.53 -0.01
H10 -3.81 -1.07 -0.86
H11 -2.39 -2.09 -1.59
H12 -0.97 -2.45 1.47
H13 0.23 -1.20 1.66
H14 -1.13 -0.95 2.53
H15 -1.13 0.70 -2.14
H16 -0.45 -0.73 -1.99

=====

Record 7
Here is a single C13H15N3O3 molecule in a non-equilibrium geometry from OMol25. Energies are from wB97M-V/def2-TZVPD.

Output
**SMILES**: NCC(=O)N[C@@H](Cc1c[nH]c2ccccc12)C(=O)O
**Orbital gap**: 8.658 eV
**Maximum force**: 3.09 eV Å⁻¹
**Total energy**: -24337.5982 eV
**LUMO**: 0.5 eV
**HOMO**: -8.1 eV

Element x y z (Å)
N1 -0.66 2.97 -0.87
C1 -1.53 1.92 -1.38
C2 -2.56 1.64 -0.24
O1 -3.24 2.56 0.17
N2 -2.74 0.31 0.12
C3 -1.92 -0.86 -0.04
C4 -0.94 -1.11 1.12
C5 0.32 -0.29 1.08
C6 0.61 0.80 1.87
N3 1.91 1.19 1.66
C7 2.54 0.39 0.71
C8 3.73 0.47 -0.04
C9 4.10 -0.56 -0.81
C10 3.26 -1.72 -0.99
C11 2.00 -1.74 -0.39
C12 1.59 -0.65 0.41
C13 -2.86 -2.04 0.02
O2 -3.98 -1.99 0.52
O3 -2.33 -3.13 -0.51
H1 -0.03 3.37 -1.59
H2 -1.30 3.77 -0.73
H3 -2.08 2.30 -2.26
H4 -0.90 1.05 -1.71
H5 -3.54 0.25 0.70
H6 -1.45 -0.91 -0.98
H7 -0.64 -2.17 1.06
H8 -1.40 -0.93 2.12
H9 0.17 1.32 2.70
H10 2.25 2.11 1.94
H11 4.41 1.29 0.05
H12 5.08 -0.58 -1.36
H13 3.68 -2.50 -1.55
H14 1.37 -2.65 -0.44
H15 -2.91 -3.87 -0.37

=====

Record 8
Here is a single C3H5NO molecule from OMol25. Energies are from wB97M-V/def2-TZVPD.

Output
**Orbital gap (alpha / beta)**: 8.016 / 8.014 eV
**Maximum force**: 0.58 eV Å⁻¹
**Total energy**: -6727.2725 eV
**LUMO (alpha / beta)**: 0.1 / 0.1 eV
**HOMO (alpha / beta)**: -7.9 / -7.9 eV

Element x y z (Å)
O1 1.35 -0.19 1.61
C1 1.59 -0.13 0.39
C2 0.66 0.38 -0.55
C3 -1.73 -0.01 -0.24
N1 -0.55 0.38 0.10
H1 2.50 -0.59 -0.04
H2 0.73 0.29 -1.63
H3 -1.87 -0.35 -1.26
H4 -2.43 -0.25 0.56
H5 -0.29 0.46 1.11

=====

Record 9
Here is 5 unconnected molecules or ions with the total composition C19H31Br8NO2 in a non-equilibrium geometry from OMol25. Energies are from wB97M-V/def2-TZVPD.

Output
**SMILES**: CC[C@@H](C)OC(=O)Nc1ccccc1.BrCCBr.BrCCBr.BrCCBr.BrCCBr
**Orbital gap**: 8.603 eV
**Maximum force**: 1.13 eV Å⁻¹
**Total energy**: -586132.2330 eV
**LUMO**: 0.2 eV
**HOMO**: -8.4 eV

Element x y z (Å)
C1 1.08 1.20 0.59
C2 -0.26 1.90 0.32
C3 -0.96 1.41 -0.95
C4 -2.10 2.35 -1.31
O1 0.04 1.40 -1.99
C5 -0.22 0.64 -3.06
O2 -1.20 -0.05 -3.20
N1 0.82 0.74 -4.02
C6 0.66 1.72 -5.03
C7 -0.57 2.32 -5.30
C8 -0.67 3.25 -6.33
C9 0.45 3.62 -7.07
C10 1.67 3.03 -6.79
C11 1.78 2.09 -5.77
H1 1.91 1.76 0.18
H2 1.10 0.20 0.15
H3 1.23 1.07 1.66
H4 -0.94 1.78 1.16
H5 -0.05 2.96 0.15
H6 -1.36 0.41 -0.78
H7 -2.76 2.44 -0.45
H8 -2.67 2.00 -2.17
H9 -1.70 3.35 -1.52
H10 1.71 0.82 -3.56
H11 -1.45 2.06 -4.74
H12 -1.63 3.70 -6.53
H13 0.34 4.34 -7.87
H14 2.55 3.31 -7.36
H15 2.74 1.63 -5.57
Br1 -6.60 -3.28 -1.45
C12 -4.98 -2.63 -2.30
C13 -3.85 -2.46 -1.32
Br2 -4.07 -0.88 -0.21
H16 -5.24 -1.70 -2.79
H17 -4.72 -3.38 -3.05
H18 -2.90 -2.30 -1.84
H19 -3.75 -3.30 -0.65
Br3 -0.28 3.03 4.23
C14 0.13 1.71 5.59
C15 1.05 0.63 5.07
Br4 0.09 -0.60 3.90
H20 -0.81 1.31 5.94
H21 0.62 2.25 6.40
H22 1.44 0.03 5.88
H23 1.87 1.04 4.49
Br5 -0.51 -2.21 -0.75
C16 -0.27 -2.97 1.01
C17 -0.02 -4.46 0.97
Br6 -1.65 -5.45 0.58
H24 -1.16 -2.71 1.58
H25 0.59 -2.46 1.44
H26 0.32 -4.81 1.94
H27 0.70 -4.73 0.21
Br7 3.80 -1.58 4.44
C18 4.81 -2.25 5.96
C19 3.96 -2.31 7.20
Br8 3.64 -0.54 7.95
H28 5.67 -1.61 6.08
H29 5.14 -3.25 5.68
H30 4.46 -2.88 7.98
H31 2.98 -2.74 7.01

=====

Record 10
Here is a molecular structure, C2HCuLiO3 in a non-equilibrium geometry from OMol25. Energies are from wB97M-V/def2-TZVPD.

Output
**Total charge**: +1
**Orbital gap**: 6.750 eV
**Maximum force**: 1.30 eV Å⁻¹
**Total energy**: -53069.5217 eV
**LUMO**: -5.0 eV
**HOMO**: -11.8 eV

Element x y z (Å)
O1 -1.25 0.52 -0.13
C1 -2.09 -0.40 0.02
O2 1.61 0.48 0.19
C2 1.16 -0.59 0.17
O3 0.79 -1.68 0.05
Cu1 -0.04 2.21 -0.12
H1 -3.12 0.02 0.15
Li1 -1.25 -2.33 -0.16

=====

Record 11
Here is a molecular structure, C45H53AsBiN8O3SSeSi3 from OMol25. Energies are from wB97M-V/def2-TZVPD.

Output
**Total charge**: +1
**Orbital gap**: 6.867 eV
**Maximum force**: 0.62 eV Å⁻¹
**Total energy**: -232077.9852 eV
**LUMO**: -3.0 eV
**HOMO**: -9.9 eV

Element x y z (Å)
Bi1 -0.14 0.31 -0.90
C1 -3.97 6.05 4.39
C2 -3.42 5.29 3.21
C3 -2.75 4.08 3.39
C4 -2.23 3.40 2.31
C5 -2.39 3.91 1.03
C6 -3.06 5.11 0.83
C7 -3.56 5.79 1.92
S1 -1.81 2.98 -0.34
O1 -2.14 3.70 -1.54
O2 -0.38 2.71 -0.09
N1 -2.41 1.52 -0.28
C8 -3.72 1.25 -0.66
C9 -4.74 2.17 -0.74
C10 -6.05 1.77 -1.08
C11 -6.35 0.47 -1.36
C12 -5.32 -0.50 -1.32
C13 -5.56 -1.86 -1.59
C14 -4.52 -2.75 -1.54
C15 -3.24 -2.25 -1.24
N2 -2.97 -1.00 -0.99
C16 -4.00 -0.11 -0.99
H1 -4.02 5.41 5.28
H2 -4.97 6.43 4.18
H3 -3.33 6.90 4.63
H4 -2.65 3.66 4.38
H5 -1.72 2.45 2.45
H6 -3.17 5.50 -0.18
H7 -4.09 6.73 1.77
H8 -4.56 3.21 -0.53
H9 -6.83 2.52 -1.11
H10 -7.36 0.17 -1.61
H11 -6.56 -2.19 -1.84
H12 -4.66 -3.80 -1.73
H13 -2.40 -2.92 -1.19
Se1 -1.69 2.85 -4.69
N3 -0.94 4.42 -4.38
C17 0.08 4.19 -3.57
C18 0.95 5.18 -3.03
C19 1.92 4.76 -2.19
C20 2.07 3.36 -1.90
N4 1.32 2.42 -2.38
C21 0.31 2.82 -3.22
N5 -0.53 1.93 -3.71
H14 0.79 6.22 -3.28
H15 2.61 5.46 -1.73
H16 2.85 3.06 -1.21
N6 9.91 1.78 0.31
C22 8.78 1.59 0.24
C23 7.37 1.36 0.14
C24 6.65 0.99 1.28
C25 5.29 0.77 1.20
C26 4.63 0.91 -0.02
C27 5.35 1.28 -1.16
C28 6.72 1.50 -1.08
C29 3.21 0.69 -0.13
C30 2.02 0.49 -0.23
H17 7.17 0.89 2.23
H18 4.73 0.49 2.08
H19 4.84 1.39 -2.11
H20 7.28 1.79 -1.96
C31 -1.22 -5.33 0.16
Si1 -0.23 -4.75 -1.33
C32 -1.31 -4.71 -2.86
C33 1.08 -6.05 -1.68
As1 0.77 -2.62 -0.82
Si2 1.85 -2.29 -2.96
C34 3.10 -0.92 -3.05
C35 2.67 -3.85 -3.61
C36 0.37 -1.74 -3.98
Si3 1.83 -3.23 1.24
C37 3.17 -2.07 1.83
C38 2.58 -4.94 1.19
C39 0.39 -3.18 2.46
H21 -1.93 -6.09 -0.19
H22 -1.79 -4.56 0.69
H23 -0.57 -5.81 0.89
H24 -1.75 -5.71 -2.95
H25 -0.71 -4.56 -3.76
H26 -2.12 -3.98 -2.87
H27 0.65 -7.01 -1.36
H28 2.02 -5.93 -1.16
H29 1.28 -6.12 -2.75
H30 4.03 -1.15 -2.52
H31 2.75 0.06 -2.72
H32 3.33 -0.85 -4.12
H33 3.18 -4.42 -2.83
H34 3.42 -3.53 -4.34
H35 1.96 -4.50 -4.12
H36 0.29 -0.65 -3.96
H37 -0.59 -2.15 -3.66
H38 0.52 -2.02 -5.02
H39 4.15 -2.39 1.47
H40 3.17 -2.13 2.92
H41 3.00 -1.04 1.53
H42 3.37 -5.04 0.44
H43 1.86 -5.75 1.04
H44 3.04 -5.09 2.17
H45 -0.58 -3.03 2.00
H46 0.55 -2.37 3.17
H47 0.34 -4.12 3.02
N7 -0.39 0.42 6.56
C40 -1.27 0.84 5.62
O3 -2.29 1.45 5.85
C41 -0.90 0.54 4.19
C42 0.29 0.99 3.63
C43 0.50 0.82 2.27
N8 -0.39 0.20 1.49
C44 -1.53 -0.25 2.03
C45 -1.82 -0.10 3.37
H48 -0.61 0.60 7.53
H49 0.40 -0.15 6.33
H50 1.03 1.51 4.22
H51 1.39 1.19 1.79
H52 -2.22 -0.72 1.35
H53 -2.77 -0.44 3.76

=====

Record 12
Here is a single C5H9N2O3PS2 molecule in a non-equilibrium geometry from OMol25. Energies are from wB97M-V/def2-TZVPD.

Output
**Spin multiplicity**: 3
**Orbital gap (alpha / beta)**: 6.459 / 5.479 eV
**Maximum force**: 4.08 eV Å⁻¹
**Total energy**: -45411.8307 eV
**⟨S²⟩**: 2.01
**LUMO (alpha / beta)**: 0.4 / -3.7 eV
**HOMO (alpha / beta)**: -6.0 / -9.1 eV

Element x y z (Å)
C1 -0.81 -0.81 -0.07
C2 1.28 -1.69 -0.57
C3 0.24 0.32 0.13
C4 0.07 1.14 1.38
C5 0.09 1.10 -1.13
N1 1.47 -0.44 0.05
N2 -0.12 -1.95 -0.58
O1 -1.98 -0.75 0.01
O2 -2.24 -3.47 -1.13
O3 -0.09 -4.17 -1.96
P1 -0.92 -2.85 -1.84
S1 2.42 -2.82 -1.08
S2 -1.27 -1.85 -3.47
H1 0.92 1.92 1.39
H2 0.23 0.48 2.28
H3 -0.90 1.53 1.36
H4 1.12 1.53 -1.37
H5 -0.74 1.77 -1.00
H6 -0.10 0.35 -1.91
H7 2.37 -0.26 0.25
H8 -3.19 -3.28 -1.53
H9 0.78 -4.21 -1.38